A structure of composition C54H140As3F30N10O22S4 in a non-equilibrium geometry. Source: the Open Molecules 2025 dataset; level of theory: wB97M-V/def2-TZVPD.

Results
charge	+3
Kohn-Sham gap	7.0	eV
DFT total energy	-425574.346	eV
highest occupied orbital energy	-12.78	eV

Last column: Löwdin charge in e.
Element x y z (Å)
C 16.28230 22.15576 13.75106  0.03
N 15.08580 22.71296 12.98238  -0.31
C 13.91992 22.77268 13.90090  0.00
C 15.45664 24.18604 12.60120  0.04
C 14.78244 21.97302 11.71140  -0.09
C 14.21598 20.53790 11.83538  -0.19
O 14.97974 19.57100 12.58198  -0.10
H 16.49272 22.87752 14.54028  0.09
H 17.19466 22.24068 13.16070  0.10
H 15.94216 21.20698 14.16604  0.09
H 13.10972 23.24934 13.34912  0.09
H 14.19706 23.31234 14.80648  0.09
H 13.59618 21.77478 14.19662  0.09
H 14.58150 24.68344 12.18312  0.10
H 16.20094 24.13404 11.80658  0.11
H 15.80752 24.72634 13.48044  0.08
H 15.60448 21.97292 10.99562  0.12
H 14.14872 22.69808 11.20070  0.13
H 13.97646 20.27458 10.80514  0.14
H 13.24736 20.54316 12.33520  0.08
H 14.64966 18.67930 12.44974  0.00
C 16.80296 15.20524 24.02142  0.04
N 15.65096 15.60902 23.00904  -0.29
C 15.05282 14.23558 22.59410  0.00
C 14.55562 16.43110 23.70834  0.03
C 16.30262 16.29484 21.76424  -0.06
C 15.34008 16.42076 20.56467  -0.21
O 14.23074 17.26134 20.87972  -0.08
H 17.74990 14.84968 23.61526  0.10
H 16.45356 14.40838 24.67794  0.10
H 16.93924 16.16730 24.51534  0.11
H 14.72368 13.74166 23.50832  0.10
H 15.89002 13.64942 22.21512  0.10
H 14.30044 14.38706 21.82010  0.07
H 14.09200 15.92246 24.55360  0.11
H 13.74934 16.65304 23.00922  0.08
H 15.02674 17.36878 24.00306  0.11
H 17.11157 15.62926 21.46310  0.12
H 16.62230 17.26066 22.15552  0.13
H 15.01434 15.44864 20.19452  0.10
H 15.83134 16.98400 19.77124  0.11
H 13.81244 17.57984 20.07649  -0.02
C 10.06138 17.06910 22.33974  0.00
N 10.01108 17.00593 20.81256  -0.27
C 8.58170 16.59080 20.44284  0.02
C 10.06532 18.45370 20.24412  0.02
C 11.09216 16.16522 20.02856  -0.04
C 11.17388 14.71588 20.50604  -0.20
O 11.77422 14.73138 21.79134  -0.07
H 11.11732 17.25802 22.53322  0.08
H 9.80446 16.16546 22.89246  0.11
H 9.57242 17.89626 22.85434  0.11
H 7.91416 17.36157 20.82809  0.12
H 8.52688 15.60192 20.89804  0.10
H 8.45558 16.61922 19.36054  0.08
H 9.95992 18.48164 19.15960  0.09
H 11.05898 18.84944 20.45422  0.08
H 9.29608 19.00912 20.78064  0.12
H 12.03924 16.70474 20.02112  0.10
H 10.74492 16.23734 18.99788  0.12
H 11.75282 14.05300 19.86300  0.08
H 10.23702 14.17438 20.63716  0.12
H 11.82936 13.81142 22.06012  0.09
C 11.83172 26.58742 12.81576  0.04
N 10.27956 26.31306 12.73450  -0.32
C 9.53584 27.64598 12.85940  0.03
C 9.97026 25.72256 11.37578  0.00
C 9.87166 25.34306 13.84774  -0.08
C 10.53288 25.46514 15.21464  -0.21
O 11.70338 24.67920 15.17930  -0.09
H 11.98494 27.08552 13.77310  0.09
H 12.09610 27.25506 11.99570  0.11
H 12.41158 25.66464 12.79694  0.08
H 8.46320 27.52244 12.71004  0.12
H 9.99607 28.29364 12.11320  0.11
H 9.68176 27.98358 13.88546  0.10
H 10.73926 24.96628 11.21832  0.09
H 10.11781 26.49980 10.62594  0.11
H 8.94000 25.37202 11.31412  0.11
H 9.94028 24.34362 13.41818  0.12
H 8.79160 25.48338 13.89148  0.14
H 9.81516 25.02700 15.90820  0.12
H 10.73834 26.50484 15.46946  0.12
H 12.28918 25.17724 15.75410  -0.01
C 15.54960 22.83814 20.08236  0.01
N 14.00336 22.92594 20.12042  -0.27
C 13.66120 23.90938 18.98601  0.00
C 13.31520 21.54564 19.77754  0.05
C 13.58912 23.52236 21.54636  -0.06
C 12.10976 23.72888 21.84046  -0.19
O 11.60696 24.86198 21.09640  -0.06
H 15.73674 22.60532 19.03408  0.09
H 16.07726 22.12142 20.71164  0.09
H 15.97056 23.83298 20.22787  0.08
H 13.77718 23.43022 18.01387  0.09
H 14.29718 24.77744 19.15950  0.08
H 12.60250 24.15582 19.06688  0.10
H 13.64120 21.25970 18.77752  0.05
H 12.22848 21.61550 19.82537  0.09
H 13.79882 20.88508 20.49716  0.11
H 14.16236 24.43016 21.73458  0.13
H 14.11062 22.78800 22.16024  0.13
H 12.14856 23.99568 22.89658  0.13
H 11.63026 22.80452 21.51834  0.11
H 10.96028 25.37044 21.59126  0.10
C 18.49102 13.66288 15.47710  0.01
N 17.90066 14.93276 16.09310  -0.30
C 16.61795 14.57950 16.79196  -0.01
C 18.97886 15.39158 17.13546  0.05
C 17.71346 16.01576 14.91288  -0.04
C 17.39990 17.47312 15.31732  -0.18
O 18.53724 18.06668 15.99180  -0.08
H 18.71088 12.96258 16.28292  0.10
H 19.39403 13.93970 14.93302  0.11
H 17.71789 13.24162 14.83452  0.11
H 16.34932 15.45264 17.38658  0.09
H 16.77094 13.72064 17.44546  0.09
H 15.86186 14.36246 16.03742  0.08
H 18.57612 16.16970 17.78386  0.09
H 19.89588 15.61294 16.58938  0.12
H 19.03762 14.53660 17.80900  0.10
H 16.89601 15.82798 14.21674  0.10
H 18.68280 15.89722 14.42872  0.12
H 16.62564 17.39568 16.08062  0.09
H 17.08600 18.12980 14.50594  0.12
H 18.16246 18.53526 16.74119  0.03
C 17.66832 19.41412 10.51552  0.03
N 19.21882 19.30624 10.55114  -0.28
C 20.02462 20.41520 9.80085  0.04
C 19.53943 19.41174 12.07064  0.03
C 19.65558 17.87420 9.97866  -0.06
C 18.82075 16.68599 10.35678  -0.25
O 18.75734 16.43886 11.73100  -0.08
H 17.39773 19.03912 9.52847  0.11
H 17.35099 20.43668 10.71996  0.09
H 17.19209 18.74270 11.23000  0.09
H 19.84832 21.33648 10.35606  0.09
H 19.69524 20.54618 8.77010  0.11
H 21.09056 20.19046 9.83785  0.11
H 20.59414 19.14562 12.00098  0.11
H 19.00308 18.72762 12.72822  0.09
H 19.28760 20.42869 12.37152  0.09
H 20.69821 17.63186 10.18434  0.14
H 19.50336 18.05054 8.91384  0.14
H 19.30238 15.86292 9.82888  0.14
H 17.79020 16.74952 10.00746  0.12
H 18.10678 15.76846 11.95214  0.06
C 9.04810 17.78844 13.01012  0.03
N 10.01606 17.86279 14.19568  -0.29
C 11.43600 17.70154 13.69650  -0.01
C 9.91942 19.15378 14.98808  0.01
C 9.66998 16.59223 15.05540  -0.07
C 8.35894 16.75611 15.89840  -0.14
O 8.52356 17.58569 17.13816  -0.12
H 9.20957 18.51260 12.21162  0.08
H 8.07443 17.98898 13.45720  0.10
H 9.04678 16.74914 12.68152  0.11
H 12.07288 17.47042 14.55036  0.08
H 11.69266 18.62448 13.17648  0.09
H 11.43624 16.94524 12.91156  0.09
H 8.85938 19.36112 15.13454  0.10
H 10.46909 19.95018 14.48640  0.09
H 10.49164 19.10100 15.91428  0.08
H 10.57962 16.55336 15.65470  0.08
H 9.69063 15.68342 14.45396  0.13
H 8.10190 15.79494 16.34360  0.11
H 7.43790 16.99651 15.36738  0.13
H 8.05674 18.41258 16.99706  -0.01
C 12.54820 10.33579 17.83580  0.02
N 13.30304 11.66066 17.56080  -0.30
C 14.29408 11.97576 18.68354  0.02
C 14.24006 11.41414 16.28408  0.05
C 12.20838 12.74868 17.33434  -0.07
C 12.70280 14.08892 16.77730  -0.16
O 13.46742 14.77858 17.80600  -0.09
H 13.31530 9.58640 18.03084  0.11
H 11.89102 10.08241 17.00392  0.11
H 11.91802 10.38596 18.72376  0.11
H 13.62734 12.28290 19.48928  0.10
H 14.99670 12.73506 18.34022  0.08
H 14.83684 11.06306 18.92948  0.11
H 14.68396 12.37934 16.04027  0.06
H 13.62174 11.16396 15.42200  0.11
H 15.04494 10.69812 16.45014  0.11
H 11.88318 12.71222 18.37404  0.10
H 11.42428 12.33268 16.70170  0.14
H 11.77574 14.65602 16.69316  0.12
H 13.26056 13.90968 15.85814  0.10
H 13.68550 15.65800 17.48876  0.00
C 19.37546 28.07922 18.69971  0.00
N 19.41636 26.61326 19.07578  -0.32
C 20.94389 26.35672 19.14472  0.03
C 18.81172 26.41376 20.46302  0.03
C 18.71478 25.75438 17.99862  -0.04
C 18.44806 24.30840 18.56030  -0.28
O 19.62112 23.66308 18.66034  -0.03
H 18.32858 28.38138 18.72861  0.11
H 19.80284 28.11582 17.69765  0.11
H 19.95126 28.75918 19.32754  0.11
H 21.44750 26.53024 18.19374  0.11
H 20.95324 25.33154 19.51490  0.09
H 21.42144 27.01784 19.86790  0.11
H 17.73908 26.60740 20.45460  0.11
H 19.25716 27.06758 21.21284  0.12
H 18.97938 25.35978 20.68462  0.10
H 19.23980 25.76272 17.04343  0.14
H 17.74943 26.22772 17.81930  0.09
H 17.85512 23.84344 17.77268  0.12
H 17.86180 24.23410 19.47622  0.09
H 19.48534 22.72420 18.51310  0.06
As 11.96860 20.02772 24.57598  0.95
F 13.73108 20.14332 24.24360  -0.31
F 12.23462 20.51772 26.31028  -0.29
F 10.18502 19.93632 24.88674  -0.29
F 11.71802 19.57518 22.82668  -0.31
F 12.19916 18.27682 25.14602  -0.32
F 11.85812 21.75412 24.19048  -0.28
As 18.87557 19.33000 19.63472  1.01
F 20.23500 19.72897 20.83406  -0.30
F 19.32566 20.86572 18.62430  -0.32
F 17.59204 18.85747 18.53484  -0.26
F 18.52428 17.98385 20.79260  -0.29
F 17.71799 20.35668 20.59058  -0.29
F 20.09048 18.28724 18.76160  -0.28
As 10.15484 21.32964 11.16624  0.96
F 8.92056 20.70778 12.24270  -0.25
F 10.92460 19.71534 11.11796  -0.28
F 11.47716 21.84704 10.03574  -0.30
F 9.46364 23.01116 11.26894  -0.29
F 11.27680 21.78760 12.59338  -0.32
F 9.06575 20.85202 9.80534  -0.27
C 13.90654 14.54690 12.66222  -0.56
F 14.27518 13.44396 11.93062  0.11
F 12.56828 14.63256 12.80568  0.12
F 14.47076 14.67454 13.88592  0.07
S 14.57098 16.06298 11.66794  0.55
O 16.00804 16.17447 11.93850  -0.35
O 14.36536 15.66968 10.24030  -0.32
O 13.85130 17.25052 12.05742  -0.31
C 14.11338 19.75680 16.62867  -0.57
F 13.08802 20.59098 16.40718  0.14
F 14.72928 19.38770 15.48722  0.11
F 15.07282 20.39510 17.32070  0.12
S 13.46262 18.13756 17.56742  0.60
O 14.53722 17.13574 17.47086  -0.34
O 13.17108 18.55908 18.94702  -0.31
O 12.26286 17.69272 16.86157  -0.31
C 9.66332 21.86794 17.31774  -0.66
F 10.15442 21.77350 16.12330  0.15
F 10.30780 21.07556 18.14294  0.13
F 9.90760 23.17640 17.72746  0.07
S 7.78484 21.49966 17.39544  0.57
O 7.14916 22.32326 16.38944  -0.31
O 7.63242 20.02754 17.05372  -0.38
O 7.36486 21.82626 18.79775  -0.34
C 15.50602 27.33278 15.34652  -0.59
F 15.24554 26.92388 14.07868  0.10
F 16.84748 27.42274 15.60222  0.08
F 14.99886 28.53172 15.51812  0.16
S 14.84452 26.04476 16.70081  0.51
O 13.41310 25.96750 16.52838  -0.30
O 15.51458 24.79706 16.38663  -0.34
O 15.31776 26.66102 17.95146  -0.33

Cartesian forces (eV/Å) of the 2 atoms listed first:
-0.800 1.077 0.147
2.054 1.348 0.174